{"formula": "C3H9NO3", "method": "the ωB97M-V functional and the def2-TZVPD basis", "smiles": "O=CNCCO.O", "total_charge": 0, "relative_energy_kcal_mol": 35.1, "total_energy_ev": -10889.0597, "largest_force_ev_per_a": 1.26, "homo_lumo_gap_ev": 10.76, "e_homo_ha": -0.3692, "multiplicity": 1, "elements": ["H", "H", "H", "H", "H", "H", "O", "N", "H", "O", "H", "C", "C", "C", "O", "H"], "positions_angstrom": [[0.9672, -0.4894, 2.4746], [1.6742, 0.5343, 0.4974], [-1.9075, -5.1720, -4.0616], [-0.0195, -0.0327, -0.5649], [-0.4911, 2.5685, 0.7750], [2.0104, 2.2696, 0.4718], [-1.6294, -5.1029, -4.9799], [-0.0134, 1.7691, 0.3858], [0.4224, 1.8339, 2.7893], [-1.8498, 0.8064, -0.6562], [2.1977, 2.0149, 2.8612], [1.3723, 1.4377, 2.4217], [-0.7034, 0.8058, -0.2846], [1.3211, 1.4929, 0.8860], [1.5161, 0.1410, 2.9527], [-0.6693, -5.2308, -4.9247]], "forces_ev_per_angstrom": [[-0.11, 0.13, 0.03], [-0.12, 0.09, -0.09], [-0.17, 0.03, 0.00], [-0.19, 0.16, 0.23], [-0.20, -0.08, -0.20], [-0.36, -0.54, 0.48], [0.53, -0.10, 0.17], [-0.03, -0.61, 0.10], [0.04, 0.40, 0.08], [-0.17, 0.40, 0.34], [-0.24, -0.08, -0.34], [-0.21, 0.12, 0.15], [0.45, -0.39, -0.66], [0.80, 0.96, -0.11], [0.36, -0.57, -0.02], [-0.36, 0.07, -0.17]]}

=====

{"formula": "C31H28AsI2NO2SW", "method": "the ωB97M-V functional and the def2-TZVPD basis", "total_charge": 2, "relative_energy_kcal_mol": 0.0, "total_energy_ev": -127873.6016, "largest_force_ev_per_a": 1.47, "homo_lumo_gap_ev": [6.15, 6.33], "e_homo_ha": [-0.4895, -0.4950], "multiplicity": 3, "elements": ["H", "C", "H", "H", "C", "H", "C", "H", "H", "C", "C", "C", "C", "H", "H", "C", "H", "C", "C", "C", "H", "C", "H", "H", "C", "C", "C", "H", "C", "H", "H", "C", "H", "O", "H", "As", "S", "C", "H", "I", "C", "H", "H", "C", "C", "H", "C", "I", "C", "W", "C", "H", "C", "H", "H", "H", "H", "O", "H", "C", "N", "C", "H", "C", "C", "C", "C"], "positions_angstrom": [[-0.6658, -2.2646, 1.4516], [4.9173, -3.3968, -0.2314], [-0.7068, -1.8069, -3.8044], [-2.5551, -0.1975, 2.5314], [0.4930, 1.5833, 4.1142], [-2.3066, -0.1228, 4.9799], [4.1200, 1.3396, 0.1149], [-2.5964, -0.2293, -2.0201], [-0.6213, -3.9448, 0.8968], [-0.3760, 3.7176, 0.1949], [3.2569, -1.2042, -0.2664], [0.5386, 3.5971, -2.4480], [-0.0286, 4.8809, -0.4832], [1.3477, 2.0738, 4.5611], [1.1066, 2.0162, 2.1074], [-0.2682, 2.5013, -0.4542], [2.0719, 1.8626, -0.2808], [5.4567, -2.1605, -0.0127], [-5.4050, 1.2775, -0.9045], [4.6248, -1.0073, -0.0260], [-0.1180, 5.8388, 0.0119], [-4.5642, 0.5296, -1.7184], [0.6850, 5.7294, -2.3194], [-0.3641, 1.0187, 5.9961], [5.0389, 0.3205, 0.1791], [-1.5624, 0.3475, 4.3507], [0.3590, 1.5480, 2.7354], [-6.4398, 1.4222, -1.1849], [3.5283, -3.5662, -0.4468], [-4.9417, 0.0958, -2.6352], [-3.2102, 2.1473, 1.5142], [-0.4695, 0.9873, 4.9192], [5.5574, -4.2687, -0.2316], [1.3624, -2.4814, -0.5988], [4.4187, 2.3669, 0.2692], [-0.8625, 0.8191, 0.2701], [0.3486, 0.8718, -2.6057], [-3.5878, 1.6729, 0.6189], [-1.7974, -3.6997, -2.6161], [2.7152, -5.4438, -0.7834], [-4.9142, 1.8509, 0.2602], [-0.7363, 3.7630, 1.2146], [-2.6403, -3.5384, -0.5313], [-0.1099, -2.5909, -3.3420], [-2.0710, -2.7027, -0.1333], [-5.5638, 2.4447, 0.8902], [-1.7062, 0.3077, 2.9712], [7.5035, -1.9967, 0.3167], [2.7889, 1.0615, -0.1823], [0.4098, -0.8552, -1.0687], [-2.7487, 0.9074, -0.1867], [0.1528, -3.3091, -4.1185], [-3.2358, 0.3440, -1.3636], [-2.7546, -1.8830, 0.0644], [0.8487, -2.1805, -2.9945], [-1.9732, -3.3609, 1.8776], [-0.2815, -4.0428, -1.7462], [-1.2159, -2.2394, -1.2414], [0.8972, 3.5490, -3.4691], [0.1937, 2.4376, -1.7681], [2.3488, -0.1761, -0.3797], [-0.7545, 0.9306, 2.1718], [6.0806, 0.5329, 0.3869], [-1.2735, -3.0931, 1.0845], [0.4216, 4.8195, -1.7955], [-0.8743, -3.2721, -2.2335], [2.7082, -2.4792, -0.4288]], "forces_ev_per_angstrom": [[0.03, 0.07, 0.05], [-0.05, -0.06, 0.00], [0.00, 0.07, -0.06], [-0.09, 0.01, -0.02], [0.02, 0.00, 0.03], [0.02, 0.01, 0.00], [0.05, 0.08, 0.02], [0.06, -0.02, -0.01], [0.02, 0.01, -0.01], [-0.01, 0.07, -0.02], [-0.13, 0.26, 0.05], [0.02, 0.03, 0.00], [0.02, 0.05, -0.02], [-0.02, 0.00, 0.00], [0.03, 0.03, 0.01], [0.05, -0.14, -0.03], [0.00, 0.03, 0.00], [0.18, -0.02, 0.03], [0.04, -0.03, -0.04], [-0.03, 0.12, 0.02], [0.00, -0.02, 0.00], [-0.05, 0.03, 0.03], [-0.01, -0.03, 0.02], [-0.01, 0.00, -0.03], [0.05, 0.02, 0.01], [-0.04, -0.03, -0.01], [-0.07, 0.03, 0.07], [0.01, -0.01, 0.01], [-0.11, -0.32, 0.06], [0.01, 0.00, 0.02], [0.00, -0.01, 0.08], [0.01, 0.01, 0.03], [-0.04, -0.01, -0.02], [0.41, -0.11, -0.12], [-0.02, -0.02, 0.00], [-1.08, 0.97, 0.24], [-0.22, -0.45, 0.23], [0.09, 0.01, 0.00], [-0.16, 0.07, 0.11], [0.06, 0.02, 0.03], [-0.07, 0.02, 0.00], [-0.01, 0.04, 0.02], [-0.06, -0.03, -0.03], [-0.17, -0.09, -0.11], [0.01, -0.06, 0.03], [0.02, -0.01, -0.02], [0.06, 0.00, 0.08], [-0.01, 0.00, 0.00], [0.03, 0.02, -0.04], [0.30, -0.27, -0.25], [0.05, -0.06, 0.03], [0.02, -0.05, 0.03], [-0.01, 0.01, 0.02], [-0.04, 0.11, -0.02], [0.12, -0.10, -0.20], [0.01, -0.03, -0.01], [0.02, 0.00, 0.14], [0.40, 0.14, -0.22], [-0.02, 0.00, 0.04], [0.03, 0.06, -0.03], [0.15, -0.18, 0.08], [0.28, -0.21, -0.03], [-0.03, -0.02, -0.01], [-0.01, -0.06, -0.03], [0.00, 0.00, 0.00], [0.05, -0.02, -0.18], [-0.20, 0.08, -0.04]]}

=====

{"formula": "C5H8BrF2N", "method": "the ωB97M-V functional and the def2-TZVPD basis", "total_charge": 0, "relative_energy_kcal_mol": 63.4, "total_energy_ev": -82277.9068, "largest_force_ev_per_a": 3.07, "homo_lumo_gap_ev": 8.67, "e_homo_ha": -0.2964, "multiplicity": 1, "elements": ["C", "F", "C", "H", "H", "H", "H", "H", "Br", "H", "C", "F", "H", "H", "C", "N", "C"], "positions_angstrom": [[-0.4104, -1.0833, 1.0661], [2.7778, -0.4005, 1.4105], [2.6865, 0.2536, 0.2170], [-0.2532, 2.0150, 1.7734], [-0.3801, -1.2258, 2.2085], [-1.3741, -1.5620, 0.9159], [-1.7440, 1.7284, 1.0659], [-1.3716, 0.6769, 2.2247], [3.8726, -0.7070, -1.0511], [0.3350, -1.5904, 0.5064], [0.5666, 0.7466, -0.3044], [3.0362, 1.5555, 0.4533], [0.0898, 2.1234, -1.9306], [1.7926, 1.9205, -1.4540], [0.7570, 1.5480, -1.3490], [-0.3074, 0.3205, 0.6373], [-0.9360, 1.2275, 1.4842]], "forces_ev_per_angstrom": [[-0.29, 0.30, 1.30], [0.00, 0.47, -0.59], [-3.00, 0.56, 0.37], [0.24, 0.04, 0.75], [0.98, 0.61, -1.56], [-0.40, 0.34, -0.94], [-1.63, 0.98, -1.35], [-0.67, -1.04, 2.65], [-0.42, 0.74, 0.39], [0.72, -0.93, 0.03], [2.29, -1.00, 0.39], [0.89, -0.95, -0.22], [-1.33, 0.09, -0.32], [-0.57, -0.70, -0.31], [1.40, 0.03, 1.67], [0.93, -1.74, -1.88], [0.85, 2.20, -0.39]]}